No. 1
Formula: C2H7ClN4
Source: OMol25
Level of theory: ωB97M-V/def2-TZVPD

SMILES string: [H]/N=N/C[C@@H](Cl)NN
2S+1: 1
Orbital gap (eV): 9.78
LUMO (eV): 0.8114

```
14
C2H7ClN4 (ωB97M-V/def2-TZVPD)
H -2.0071 -2.0216 -2.3606
N -1.3722 -1.4519 -1.7608
N -1.9230 -1.2634 -0.6505
C -1.1812 -0.4457 0.4385
C 0.1708 0.1084 -0.0391
Cl -0.2291 1.3776 -1.4010
N 0.7750 0.8793 1.0763
N 2.1722 1.0437 0.8097
H -1.8990 0.2773 0.8675
H -0.9853 -1.0831 1.2657
H 0.7909 -0.6292 -0.4883
H 0.4376 1.7535 1.2290
H 2.8865 0.4307 1.2089
H 2.3640 1.0245 -0.1953
```

=====

No. 2
Formula: C17H26N6O
Source: OMol25
Level of theory: ωB97M-V/def2-TZVPD

SMILES string: C=CCN1CCN([C@@H](CCC)c2nnnn2Cc2ccco2)CC1
2S+1: 1
Orbital gap (eV): 9.28
LUMO (eV): 0.7101

```
50
C17H26N6O (ωB97M-V/def2-TZVPD)
C 6.4677 0.8246 0.4520
C 5.7999 -0.3100 0.5370
C 4.7254 -0.7355 -0.4160
N 3.5726 -1.2296 0.3216
C 2.8931 -0.2140 1.1009
C 2.0009 0.7008 0.2557
N 1.0148 -0.0906 -0.4722
C 0.0604 0.7879 -1.1544
C -0.9001 0.0407 -2.0955
C -2.0075 0.9441 -2.6601
C -3.3242 0.8550 -1.8965
C -0.7145 1.5104 -0.1097
N -0.9914 2.7941 -0.0910
N -1.6973 3.0117 1.0114
N -1.8628 1.9442 1.6701
N -1.2562 0.9565 1.0038
C -1.2695 -0.4076 1.4665
C -2.5359 -1.0935 1.0668
C -3.8359 -0.8467 1.3957
C -4.6079 -1.8002 0.6879
C -3.7205 -2.5519 -0.0159
O -2.4628 -2.1301 0.2021
C 1.7066 -1.0357 -1.3352
C 2.6004 -1.9427 -0.4770
H 7.2447 1.0843 1.1503
H 6.2727 1.5417 -0.3296
H 6.0014 -1.0189 1.3279
H 4.4915 0.0920 -1.1047
H 5.1035 -1.5726 -1.0141
H 2.2722 -0.7306 1.8399
H 3.6373 0.3856 1.6278
H 2.6204 1.2928 -0.4403
H 1.4865 1.4040 0.9139
H 0.5845 1.5609 -1.7484
H -1.3397 -0.8065 -1.5676
H -0.3144 -0.3475 -2.9295
H -1.6643 1.9805 -2.6659
H -2.1980 0.6537 -3.6954
H -3.2274 1.2190 -0.8779
H -4.0801 1.4606 -2.3905
H -3.6809 -0.1729 -1.8605
H -0.4105 -0.9177 1.0216
H -1.1828 -0.3773 2.5567
H -4.1912 -0.0790 2.0517
H -5.6728 -1.9054 0.7044
H -3.8494 -3.3833 -0.6800
H 2.3129 -0.5179 -2.0989
H 0.9753 -1.6661 -1.8406
H 1.9609 -2.4998 0.2156
H 3.1175 -2.6582 -1.1196
```

=====

No. 3
Formula: C20H10Cl2F3O7Ta
Source: OMol25
Level of theory: ωB97M-V/def2-TZVPD

2S+1: 1
Orbital gap (eV): 7.16
LUMO (eV): -1.7074

```
43
C20H10Cl2F3O7Ta (ωB97M-V/def2-TZVPD)
Ta 10.6310 -10.9409 3.9794
O 11.5679 -16.1992 7.1571
C 11.4603 -15.2284 6.4763
C 11.2589 -15.0783 4.9310
O 11.3957 -15.9584 4.1527
C 10.9996 -13.6171 4.7829
C 11.3185 -12.8880 5.8763
O 11.3280 -11.6104 5.6559
C 11.4834 -13.7332 7.0560
O 11.5530 -13.4555 8.1785
O 10.6965 -12.9582 3.6866
Cl 9.4787 -11.2900 -3.4181
C 9.5220 -11.2370 -1.7428
C 8.2945 -11.0627 -1.0503
C 8.2979 -11.0717 0.3313
Cl 6.8280 -10.8626 1.2280
C 9.4330 -11.1458 1.1107
O 9.3976 -10.9528 2.3972
C 10.6198 -11.2742 0.4158
C 11.8407 -11.3999 1.1325
O 11.9920 -11.1355 2.3014
C 10.6636 -11.3827 -1.0235
H 7.4195 -11.1010 -1.6915
H 12.7642 -11.5859 0.5979
H 11.6700 -11.5140 -1.5284
C 11.6690 -9.0682 4.1334
C 10.7430 -8.5049 3.2256
C 10.9312 -8.3729 1.8517
C 9.8496 -8.0132 0.9805
C 8.5957 -7.6965 1.4734
C 8.4218 -7.8196 2.8209
C 9.4299 -8.2753 3.7132
H 11.4448 -8.7440 5.1865
H 12.7192 -9.0137 3.8535
H 11.9028 -8.5559 1.4377
H 10.1299 -7.8550 -0.0195
H 7.8335 -7.3009 0.7766
H 7.4504 -7.6115 3.1769
H 9.2637 -8.4195 4.7379
F 8.7297 -9.9766 6.0550
C 8.7023 -10.8309 4.9528
F 7.5901 -10.5236 4.3022
F 8.3728 -12.0544 5.4949
```

=====

No. 4
Formula: C21H14F7N6O10RhS2
Source: OMol25
Level of theory: ωB97M-V/def2-TZVPD

2S+1: 1
Orbital gap (eV): 6.62
LUMO (eV): -2.1798

```
61
C21H14F7N6O10RhS2 (ωB97M-V/def2-TZVPD)
Rh -0.0435 -0.5151 -0.3080
O -2.3156 3.2279 -1.0820
C -2.7170 3.3176 0.1970
C -3.8077 4.1525 0.4479
C -4.2850 4.3037 1.7302
C -3.6928 3.6310 2.8020
C -2.6327 2.7915 2.5610
C -2.1256 2.6150 1.2642
C -1.0787 1.6268 1.0371
O -0.5615 1.5138 -0.1520
N -0.6984 0.8303 2.0452
N 0.1559 -0.0785 1.5602
C 1.0155 -0.7218 2.2763
C 1.9521 -1.4823 1.4673
C 2.9836 -2.2886 1.9138
C 3.8085 -2.8763 0.9731
C 3.5851 -2.6502 -0.3784
C 2.5268 -1.8565 -0.7636
N 1.7420 -1.2716 0.1420
H -1.5685 2.6016 -1.1267
H -4.2627 4.6664 -0.3882
H -5.1393 4.9462 1.9020
H -4.0761 3.7555 3.8049
H -2.1768 2.2340 3.3676
H 1.0689 -0.5697 3.3441
H 3.1142 -2.4510 2.9737
H 4.6149 -3.5234 1.2895
H 4.2078 -3.1004 -1.1368
H 2.3053 -1.6529 -1.8026
F -7.4022 0.6916 0.0674
C -6.5460 1.0585 -0.8895
C -5.6397 0.2100 -1.3747
N -4.7633 0.5691 -2.3816
C -3.5948 -0.2481 -2.6464
C -2.6765 -0.2261 -1.4372
O -1.4084 -0.4606 -1.7436
O -3.0665 -0.0117 -0.3168
C -4.7531 1.8530 -2.9070
O -3.9694 2.2241 -3.7528
N -5.7222 2.6869 -2.3890
C -6.6412 2.4295 -1.3740
O -7.4063 3.2775 -0.9786
H -5.5547 -0.8015 -1.0039
H -3.0952 0.1686 -3.5148
H -3.8771 -1.2807 -2.8582
H -5.7293 3.6220 -2.7717
F -0.3202 -4.9275 -2.1717
C -0.8289 -3.7217 -1.9953
F -1.7871 -3.5153 -2.8887
F 0.1372 -2.8141 -2.2042
S -1.5678 -3.5516 -0.2656
O -0.9922 -2.3217 0.3127
O -2.9722 -3.5019 -0.4993
N -1.1488 -4.8120 0.5410
S 0.3492 -4.8841 1.0940
O 0.4827 -4.4915 2.4627
O 1.3044 -4.3631 0.1434
C 0.5851 -6.7169 1.0633
F 1.6374 -7.0011 1.8305
F -0.4766 -7.3603 1.5261
F 0.8374 -7.1229 -0.1765
```

=====

- Which formula does entry 1 have?
  C2H7ClN4

=====

- Which value of orbital gap does entry 4 give?
  6.62 eV

=====

What did the fourth record say?
Formula: C21H14F7N6O10RhS2
Source: OMol25
Level of theory: ωB97M-V/def2-TZVPD

2S+1: 1
Orbital gap (eV): 6.62
LUMO (eV): -2.1798

```
61
C21H14F7N6O10RhS2 (ωB97M-V/def2-TZVPD)
Rh -0.0435 -0.5151 -0.3080
O -2.3156 3.2279 -1.0820
C -2.7170 3.3176 0.1970
C -3.8077 4.1525 0.4479
C -4.2850 4.3037 1.7302
C -3.6928 3.6310 2.8020
C -2.6327 2.7915 2.5610
C -2.1256 2.6150 1.2642
C -1.0787 1.6268 1.0371
O -0.5615 1.5138 -0.1520
N -0.6984 0.8303 2.0452
N 0.1559 -0.0785 1.5602
C 1.0155 -0.7218 2.2763
C 1.9521 -1.4823 1.4673
C 2.9836 -2.2886 1.9138
C 3.8085 -2.8763 0.9731
C 3.5851 -2.6502 -0.3784
C 2.5268 -1.8565 -0.7636
N 1.7420 -1.2716 0.1420
H -1.5685 2.6016 -1.1267
H -4.2627 4.6664 -0.3882
H -5.1393 4.9462 1.9020
H -4.0761 3.7555 3.8049
H -2.1768 2.2340 3.3676
H 1.0689 -0.5697 3.3441
H 3.1142 -2.4510 2.9737
H 4.6149 -3.5234 1.2895
H 4.2078 -3.1004 -1.1368
H 2.3053 -1.6529 -1.8026
F -7.4022 0.6916 0.0674
C -6.5460 1.0585 -0.8895
C -5.6397 0.2100 -1.3747
N -4.7633 0.5691 -2.3816
C -3.5948 -0.2481 -2.6464
C -2.6765 -0.2261 -1.4372
O -1.4084 -0.4606 -1.7436
O -3.0665 -0.0117 -0.3168
C -4.7531 1.8530 -2.9070
O -3.9694 2.2241 -3.7528
N -5.7222 2.6869 -2.3890
C -6.6412 2.4295 -1.3740
O -7.4063 3.2775 -0.9786
H -5.5547 -0.8015 -1.0039
H -3.0952 0.1686 -3.5148
H -3.8771 -1.2807 -2.8582
H -5.7293 3.6220 -2.7717
F -0.3202 -4.9275 -2.1717
C -0.8289 -3.7217 -1.9953
F -1.7871 -3.5153 -2.8887
F 0.1372 -2.8141 -2.2042
S -1.5678 -3.5516 -0.2656
O -0.9922 -2.3217 0.3127
O -2.9722 -3.5019 -0.4993
N -1.1488 -4.8120 0.5410
S 0.3492 -4.8841 1.0940
O 0.4827 -4.4915 2.4627
O 1.3044 -4.3631 0.1434
C 0.5851 -6.7169 1.0633
F 1.6374 -7.0011 1.8305
F -0.4766 -7.3603 1.5261
F 0.8374 -7.1229 -0.1765
```

=====

- Look up the LUMO of the first one.
  0.8114 eV